(1)
A 2-piece molecular cluster, C3H8O2 overall. Source: OMol25; level of theory: ωB97M-V/def2-TZVPD.

Last column: natural (NBO) charge in e.
Positions of all 13 atoms, in Å:
C -0.13718 1.97992 0.38265  -0.626
C 0.68711 1.13882 -0.75057  -0.482
C 1.08860 -0.17154 -0.10852  0.409
O 1.68700 -0.90267 -0.90705  -0.520
H -0.73030 1.22652 0.84630  0.205
H -0.56010 2.83499 -0.16810  0.225
H 0.57664 2.23200 1.26066  0.200
H -0.14674 0.79275 -1.59314  0.219
H 1.36365 1.79572 -1.19298  0.231
H 0.94811 -0.30551 0.99452  0.138
O -1.74810 -3.26816 0.63385  -0.944
H -1.97746 -4.19049 0.64049  0.470
H -1.05122 -3.16234 -0.03812  0.474

Its maximum force is 6.2 eV Å⁻¹. For the energy, the calculation gives -7333.991 eV. The value obtained for the HOMO energy is -9.83 eV. Its multiplicity is 1. The LUMO energy comes out at 0.0281 hartree.

---

(2)
One molecule with the formula C3H8O2. Source: OMol25; level of theory: ωB97M-V/def2-TZVPD.

Last column: natural (NBO) charge in e.
Positions of all 13 atoms, in Å:
C -1.22014 0.70090 0.52029  -0.639
C -0.21069 -0.43013 0.58210  0.069
O -0.67705 -1.53955 -0.13909  -0.729
C 1.09827 -0.04142 -0.07168  -0.085
O 0.81217 0.08871 -1.42930  -0.736
H -0.86936 1.67166 0.91156  0.206
H -1.48227 0.89134 -0.55418  0.220
H -2.16996 0.41160 1.05608  0.219
H -0.00544 -0.68989 1.63343  0.174
H -0.30776 -1.44040 -1.09889  0.488
H 1.47175 0.91273 0.36296  0.165
H 1.87217 -0.86635 0.07462  0.165
H 1.68830 0.33080 -1.84790  0.483

Its maximum force is 2.9 eV Å⁻¹. For the energy, the calculation gives -7335.020 eV. The value obtained for the HOMO energy is -10.04 eV. Its multiplicity is 1. The LUMO energy comes out at 0.0241 hartree.

---

(3)
A 2-piece molecular cluster, C3H8O2 overall. Source: OMol25; level of theory: ωB97M-V/def2-TZVPD.

Last column: natural (NBO) charge in e.
Positions of all 13 atoms, in Å:
C -4.17725 4.17694 -1.02911  -0.730
C -3.60897 3.86622 -2.38298  0.438
O -3.41187 4.70863 -3.21564  -0.509
H -3.41264 4.23591 -0.24460  0.240
H -4.81377 3.36329 -0.68574  0.222
H -4.70277 5.12350 -0.97787  0.238
H -3.57002 2.78998 -2.62118  0.102
C 4.68295 -4.58544 2.23109  -0.251
O 4.84103 -5.34548 1.01331  -0.736
H 5.64991 -4.09034 2.32116  0.179
H 3.82778 -3.92174 2.19076  0.169
H 4.49230 -5.27728 3.04705  0.173
H 4.20332 -5.04418 0.35375  0.466

Its maximum force is 1.3 eV Å⁻¹. For the energy, the calculation gives -7334.456 eV. The value obtained for the HOMO energy is -10.02 eV. Its multiplicity is 1. The LUMO energy comes out at 0.0375 hartree.

---

Results for ΔE to the lowest compared entry with this formula, charge and spin: 47.5; 23.8; 36.8 (in kcal/mol, following the order of the records).